#w
Here is the molecule C9H15N3 from OMol25. Energies are from ωB97M-V with the def2-TZVPD basis set.

Cartesian coordinates (Å):
C 2.9234 -1.2573 0.1085
C 2.2483 0.0700 0.4722
C 1.6400 0.8012 -0.7374
C 0.3065 1.5264 -0.4849
C 0.3257 2.2610 0.7857
N 0.3310 2.8367 1.7771
C -0.9512 0.6192 -0.5345
C -1.1993 0.2289 -1.9276
N -1.3741 -0.0919 -3.0137
C -0.9054 -0.6466 0.3528
N -2.1180 -1.4371 0.3249
C -3.2941 -0.7677 0.8771
H 2.4158 -1.7487 -0.7249
H 2.9298 -1.9431 0.9557
H 3.9603 -1.1024 -0.1943
H 2.9856 0.7300 0.9333
H 1.4930 -0.0972 1.2410
H 2.3512 1.5486 -1.0948
H 1.4887 0.1099 -1.5721
H 0.1820 2.2730 -1.2732
H -1.8097 1.2168 -0.2135
H -0.7336 -0.3266 1.3838
H -0.0697 -1.2787 0.0476
H -2.3053 -1.7496 -0.6206
H -3.8449 -0.1614 0.1476
H -3.9858 -1.5034 1.2893
H -2.9902 -0.1104 1.6949

## Properties
2S+1: 1
Gap between HOMO and LUMO in eV: 10.1
Charge: 0
Highest occupied orbital energy in Ha: -0.344

Here are the Löwdin charges for atoms 1 to 8, given in e: -0.10, -0.25, -0.16, -0.27, -0.20, 0.18, -0.25, -0.20

***

#x
Here is a cluster of 2 separate species, C9H15N3 in total from OMol25. Energies are from ωB97M-V with the def2-TZVPD basis set.

Cartesian coordinates (Å):
C 0.2926 -1.0285 2.1576
C 0.1839 -1.7199 1.0215
C 1.1910 -1.5577 -0.0906
N 2.0285 -2.7288 -0.2812
C 0.5297 -1.1326 -1.4080
C 1.5452 -0.9180 -2.5105
H -0.4612 -1.0154 2.9454
H 1.1943 -0.4345 2.3607
H -0.6315 -2.4411 0.8634
H 1.8697 -0.7578 0.2578
H 2.5502 -2.8539 0.5819
H 1.4500 -3.5564 -0.4025
H -0.0586 -0.2282 -1.2027
H -0.1791 -1.9009 -1.7097
H 2.2554 -0.1061 -2.2665
H 2.1189 -1.8388 -2.6568
H 1.0527 -0.6561 -3.4435
C -0.3557 2.4591 2.9840
C -0.7384 1.9920 1.9324
C -1.3716 1.2761 0.8507
N -2.0008 1.7370 -0.1848
N -1.9424 3.1158 -0.3114
C -2.7608 3.5322 -1.2013
H -0.0778 3.0325 3.8553
H -1.4536 0.1911 0.9874
H -2.7001 4.5914 -1.4301
H -3.5304 2.9474 -1.6987

## Properties
2S+1: 1
Gap between HOMO and LUMO in eV: 9.1
Charge: 0
Highest occupied orbital energy in Ha: -0.336

Here are the Löwdin charges for atoms 1 to 8, given in e: -0.03, -0.17, -0.45, 0.04, -0.23, -0.12, 0.07, 0.07

***

#y
Here is a structure of composition C9H15N3 from OMol25. Energies are from ωB97M-V with the def2-TZVPD basis set.

Cartesian coordinates (Å):
C 0.2768 -4.2915 1.8366
C 1.1635 -3.3262 0.3122
C -1.5511 -0.7584 0.7843
C -0.3772 -0.2126 0.4867
C -0.0241 0.4644 -1.8500
C -1.3578 1.8824 -0.3170
C 1.0929 1.8482 -0.0265
C 0.9986 -1.0274 1.1963
C -0.0679 0.9546 -0.3492
N 0.9149 -4.5361 0.7248
N 0.1621 -3.0545 2.2238
N 0.7446 -2.3810 1.2081
H -0.0878 -5.2463 2.4227
H 1.7187 -3.1367 -0.6368
H -2.3870 -0.4008 0.2714
H -1.6248 -1.5425 1.4647
H 0.3891 1.3408 -2.4084
H -0.9361 0.1514 -2.3119
H 0.6681 -0.3040 -1.9668
H -2.2360 1.2482 -0.1192
H -1.3336 2.5479 -1.1663
H -1.3326 2.6921 0.5022
H 2.1555 1.5621 -0.3689
H 0.9400 2.5891 -0.7879
H 1.2738 2.1851 1.0140
H 1.6232 -0.9093 0.4014
H 1.2275 -0.4864 2.1451

## Properties
2S+1: 1
Gap between HOMO and LUMO in eV: 10.0
Charge: 0
Highest occupied orbital energy in Ha: -0.342

Here are the Löwdin charges for atoms 1 to 8, given in e: -0.30, -0.15, 0.07, -0.17, -0.02, -0.05, -0.08, -0.05

***

Taking the most stable structure as the zero point, the relative energies in hartree are #w 0.0000; #x 0.1461; #y 0.0842.

***

#w
Here is a cluster of 2 separate species, C4H14N3O in total from OMol25. Energies are from ωB97M-V with the def2-TZVPD basis set.

Cartesian coordinates (Å):
C 1.9244 -2.6098 -0.2542
O 0.5550 -2.4404 -0.6494
H 0.6074 -3.2005 -1.2788
H 2.1248 -3.5798 0.1872
H 2.0107 -1.8217 0.5372
H 2.6423 -2.3632 -0.9642
C -0.8167 1.8759 -0.9934
C -1.4587 1.0071 -2.0941
C -0.2390 0.6940 1.4329
N -0.3202 0.7166 0.1197
N -0.3355 1.9228 2.0973
N -0.1374 -0.4279 2.1307
H 0.1736 2.1728 -1.2963
H -1.2376 2.7088 -0.6764
H -2.2890 0.3729 -1.8482
H -0.6846 0.3373 -2.6838
H -0.0677 -0.1406 -0.2875
H -0.2912 2.8190 1.6347
H -0.3012 2.0801 3.0337
H -0.3275 -1.2721 1.7027
H 0.2591 -0.5403 3.0188
H -1.7908 1.6890 -2.8686

## Properties
2S+1: 2
Expectation value of S²: 0.7532
Gap between HOMO and LUMO (alpha / beta) in eV: 3.1 / 9.1
Charge: 0
Highest occupied orbital energy (alpha / beta) in Ha: -0.087 / -0.310

Here are the Löwdin charges for atoms 1 to 8, given in e: -0.16, -0.15, 0.09, 0.08, 0.09, 0.05, -0.10, -0.12

***

#x
Here is a cluster of 2 separate species, C4H14N3O in total from OMol25. Energies are from ωB97M-V with the def2-TZVPD basis set.

Cartesian coordinates (Å):
C -0.4138 -1.0123 -1.6139
C 0.0779 0.4364 -1.7355
C 0.1811 1.1570 -0.3951
C 1.3775 1.1421 0.2222
N 1.5499 1.6281 1.4922
N -1.0117 1.5773 0.2603
N 0.0705 -1.7687 -0.4228
H -0.1742 -1.6065 -2.4965
H -1.5037 -1.0942 -1.6301
H 0.9685 0.3599 -2.3732
H -0.5546 0.9807 -2.4505
H 2.2626 0.6720 -0.1685
H 2.3968 1.4041 1.9692
H 0.9542 2.2727 1.9955
H -1.6019 0.7530 0.3454
H -1.5161 2.2917 -0.2473
H -0.5323 -2.6712 -0.2872
H 1.0689 -2.0226 -0.5440
H -0.0375 -1.2134 0.4378
H -1.2121 -1.8919 2.6011
H -1.2940 -0.3770 2.8463
O -1.0561 -1.0172 2.1944

## Properties
2S+1: 2
Expectation value of S²: 0.7506
Gap between HOMO and LUMO (alpha / beta) in eV: 4.1 / 8.6
Charge: 0
Highest occupied orbital energy (alpha / beta) in Ha: -0.118 / -0.293

Here are the Löwdin charges for atoms 1 to 8, given in e: -0.29, -0.17, -0.39, -0.19, 0.05, 0.06, 0.06, 0.09

***

Taking the most stable structure as the zero point, the relative energies in hartree are #w 0.0541; #x 0.0000.

***

#w
Here is the ion C4H6NO3 with charge -1 from OMol25. Energies are from ωB97M-V with the def2-TZVPD basis set.

Cartesian coordinates (Å):
O -1.2915 -1.7005 0.6667
C -1.4494 -0.4942 0.2300
O -2.1450 -0.0382 -0.7270
C 0.2832 -0.0584 -0.1954
C 0.1914 1.2683 -0.8751
C 0.9068 1.0602 0.6076
O 2.1871 1.2517 0.5835
N 1.0755 -1.2592 -0.3972
H -1.5047 0.1703 1.1733
H -0.7345 1.8674 -0.7365
H 0.9221 1.5827 -1.6571
H 0.3611 1.4258 1.4927
H 2.0172 -1.0150 -0.1261
H 0.5453 -1.8649 0.2590

## Properties
2S+1: 1
Gap between HOMO and LUMO in eV: 5.8
Charge: -1
Highest occupied orbital energy in Ha: -0.137

Here are the Löwdin charges for atoms 1 to 8, given in e: -0.10, -0.70, -0.08, -0.29, 0.03, -0.44, -0.13, 0.07

***

#x
Here is the ion C4H6NO3 with charge -1 from OMol25. Energies are from ωB97M-V with the def2-TZVPD basis set.

Cartesian coordinates (Å):
N 0.1494 -0.7326 -1.6979
C 0.3477 -0.3101 -0.2580
C -0.9529 0.2845 0.2436
C -1.2704 -0.0335 1.6825
O -1.9039 0.6858 2.4267
C 1.5775 0.7170 -0.1375
O 1.2859 1.8980 -0.3860
O 2.6689 0.1455 0.0728
H 0.6471 -1.5961 -1.8252
H 0.6212 -0.0330 -2.2689
H 0.5605 -1.2411 0.2724
H -1.8032 -0.1308 -0.3124
H -0.9405 1.3563 0.0514
H -0.9871 -1.0101 2.1364

## Properties
2S+1: 1
Gap between HOMO and LUMO in eV: 8.1
Charge: -1
Highest occupied orbital energy in Ha: -0.154

Here are the Löwdin charges for atoms 1 to 8, given in e: 0.02, -0.32, -0.15, -0.26, 0.00, -0.71, -0.06, -0.08

***

Taking the most stable structure as the zero point, the relative energies in hartree are #w 0.2192; #x 0.0000.